The following is a quantum chemistry calculation of a molecular structure, C30H28MoN3O9PSSe2 in a non-equilibrium geometry, from OMol25.

Geometry as ORCA input:
```
! RIJCOSX wB97M-V def2-TZVPD def2/J DEFGRID3
* xyz 0 1
Mo -0.660 -0.248 -0.692
O -4.541 -5.272 2.324
C -3.747 -4.568 2.952
O -3.336 -4.512 4.119
C -3.095 -3.482 2.039
C -3.274 -2.125 2.306
C -2.705 -1.184 1.484
N -1.926 -1.522 0.430
C -1.755 -2.850 0.176
C -2.328 -3.839 0.926
C -0.878 -3.123 -1.004
O -0.590 -4.204 -1.426
O -0.489 -1.972 -1.537
H -3.833 -1.813 3.178
H -2.847 -0.126 1.656
H -2.169 -4.871 0.641
Se 0.974 -0.428 1.146
P -0.022 0.830 2.776
Se -1.617 1.726 -0.242
C 1.496 1.477 3.569
C 2.384 0.672 4.283
C 3.535 1.224 4.820
C 3.806 2.577 4.652
C 2.924 3.383 3.949
C 1.770 2.834 3.407
C -0.515 -0.446 3.990
C -0.329 -1.819 3.859
C -0.799 -2.682 4.839
C -1.462 -2.178 5.948
C -1.657 -0.811 6.081
C -1.189 0.054 5.104
H 2.166 -0.381 4.420
H 4.222 0.599 5.377
H 4.705 3.004 5.076
H 3.132 4.438 3.825
H 1.072 3.457 2.860
H 0.177 -2.221 2.989
H -0.669 -3.749 4.733
H -1.843 -2.864 6.692
H -2.186 -0.416 6.940
H -1.344 1.125 5.202
O 2.346 -1.448 -1.366
C 1.927 -0.647 -2.213
O 0.949 0.158 -2.126
C 2.737 -0.589 -3.541
N 3.829 -1.600 -3.367
C 5.139 -0.878 -3.281
C 4.736 0.536 -2.878
C 3.457 0.753 -3.693
H 2.080 -0.831 -4.373
H 3.821 -2.358 -4.040
H 3.529 -1.957 -2.394
H 5.613 -0.876 -4.261
H 5.793 -1.374 -2.569
H 5.514 1.261 -3.105
H 4.523 0.585 -1.808
H 3.699 0.935 -4.740
H 2.842 1.575 -3.336
N -1.755 -0.170 -2.850
C -2.120 1.106 -3.438
C -3.394 1.299 -3.948
C -3.733 2.528 -4.501
C -2.795 3.549 -4.527
C -1.522 3.362 -4.020
C -1.182 2.134 -3.471
S -3.246 5.119 -5.342
O -2.706 4.904 -6.676
O -4.692 5.154 -5.269
O -2.560 6.133 -4.566
H -2.545 -0.806 -2.865
H -1.001 -0.603 -3.372
H -4.123 0.494 -3.912
H -4.716 2.718 -4.911
H -0.811 4.178 -4.048
H -0.192 1.967 -3.062
*
```

Output
LUMO (alpha / beta) in Ha: -0.1496 / -0.1501
Energy relative to the best compared isomer or geometry (same formula, charge and spin) in kcal per mole: 74.6
E_tot in a.u.: -7612.0421